Entry 1:
Formula: C32H49N2O6PS2SiV
Source: OMol25
Level of theory: ωB97M-V/def2-TZVPD

XYZ file:
```
94
Properties=species:S:1:pos:R:3:mulliken_spin:R:1
V 0.27 0.07 0.08 2.565
O 0.07 1.58 3.74 -0.006
S 0.69 1.12 2.54 0.034
O 0.42 1.91 1.30 0.009
O 0.38 -0.29 2.16 0.004
C 2.43 1.16 2.75 -0.039
C 2.93 1.65 3.95 0.003
C 4.29 1.68 4.15 0.000
C 5.16 1.22 3.17 0.001
C 4.65 0.73 1.98 -0.006
C 3.29 0.70 1.73 0.020
P 2.63 -0.02 0.15 0.115
C 3.45 -1.66 0.20 0.019
C 4.68 -1.96 -0.38 -0.005
C 5.25 -3.22 -0.22 0.002
C 4.60 -4.19 0.54 -0.001
C 3.38 -3.89 1.13 -0.002
C 2.80 -2.64 0.96 0.002
C 3.56 0.89 -1.14 0.057
C 3.67 0.32 -2.41 -0.002
C 4.27 1.02 -3.45 0.005
C 4.75 2.31 -3.24 -0.001
C 4.64 2.88 -1.98 0.001
C 4.05 2.18 -0.93 -0.002
H 2.23 1.99 4.71 0.000
H 4.69 2.06 5.09 0.000
H 6.23 1.24 3.34 0.000
H 5.34 0.36 1.22 -0.001
H 5.21 -1.22 -0.96 0.000
H 6.20 -3.44 -0.68 0.000
H 5.04 -5.17 0.66 0.000
H 2.86 -4.64 1.72 0.000
H 1.84 -2.43 1.42 0.037
H 3.28 -0.67 -2.60 -0.011
H 4.35 0.56 -4.43 0.000
H 5.21 2.85 -4.05 0.000
H 5.01 3.88 -1.80 0.000
H 3.97 2.64 0.04 0.002
N -0.10 0.44 -2.13 -0.010
C 0.27 1.50 -3.11 0.011
C 0.00 2.89 -2.60 -0.001
N 0.71 3.16 -1.35 0.033
H 0.13 -0.47 -2.51 0.020
H -1.11 0.41 -2.06 0.020
H -0.28 1.35 -4.04 0.000
H 1.33 1.41 -3.33 0.001
H -1.07 3.02 -2.42 -0.007
H 0.25 3.59 -3.41 0.001
H 0.27 3.87 -0.79 0.000
H 1.67 3.42 -1.51 0.004
C -4.49 0.44 0.67 0.000
C -3.25 0.99 -0.01 -0.010
C -2.68 2.17 0.75 0.004
C -3.57 1.36 -1.45 0.002
O -2.18 -0.02 -0.02 0.061
Si -2.30 -1.70 -0.24 0.017
S -0.33 -2.24 -0.44 -0.011
O -3.24 -1.85 -1.59 0.027
C -3.85 -2.99 -2.21 0.003
C -3.79 -2.72 -3.70 -0.002
C -3.10 -4.27 -1.86 -0.004
C -5.29 -3.06 -1.72 0.001
O -3.17 -2.43 0.93 0.014
C -2.98 -2.89 2.28 0.005
C -2.12 -4.15 2.24 -0.003
C -2.30 -1.81 3.11 -0.007
C -4.37 -3.20 2.80 -0.001
H -5.25 1.21 0.69 0.000
H -4.27 0.13 1.70 0.000
H -4.89 -0.43 0.14 0.000
H -3.45 2.94 0.87 -0.002
H -1.83 2.61 0.22 0.011
H -2.34 1.87 1.74 -0.002
H -4.39 2.07 -1.48 0.000
H -3.86 0.47 -2.02 -0.002
H -2.71 1.83 -1.93 0.003
H -2.75 -2.65 -4.03 0.000
H -4.28 -1.77 -3.93 0.000
H -4.28 -3.51 -4.26 0.000
H -2.05 -4.19 -2.15 0.001
H -3.55 -5.11 -2.41 0.000
H -3.16 -4.49 -0.79 0.001
H -5.82 -2.14 -1.99 0.000
H -5.31 -3.17 -0.63 0.000
H -5.81 -3.91 -2.17 0.000
H -1.14 -3.93 1.79 0.004
H -2.61 -4.92 1.63 0.000
H -1.97 -4.54 3.25 0.000
H -1.30 -1.59 2.73 0.019
H -2.19 -2.16 4.14 0.000
H -2.89 -0.90 3.12 -0.001
H -4.86 -3.93 2.15 0.000
H -4.97 -2.29 2.82 0.000
H -4.32 -3.60 3.81 0.000
```

Output
Multiplicity: 4
Maximum force in eV Å⁻¹: 1.670
Energy relative to the best compared isomer or geometry (same formula, charge and spin) in kJ/mol: 53.9
Total charge: 0

***

Entry 2:
Formula: C32H50BCl14F3N3O5PS
Source: OMol25
Level of theory: ωB97M-V/def2-TZVPD

XYZ file:
```
110
Properties=species:S:1:pos:R:3:lowdin_charge:R:1
C 2.33 -3.82 1.87 -0.027
C 1.80 -3.00 0.91 -0.145
C 0.99 -1.75 1.24 -0.130
C 0.17 -1.24 0.07 -0.322
N -0.48 -2.46 -0.52 0.121
C 1.12 -0.71 -1.05 -0.203
C 0.63 -0.49 -2.33 -0.007
C 1.48 -0.06 -3.33 -0.034
C 2.82 0.09 -2.98 -0.057
C 3.20 -0.16 -1.68 -0.161
N 2.40 -0.56 -0.68 0.146
C -0.94 -0.21 0.43 -0.144
O -1.66 0.29 -0.68 -0.040
C -2.95 -0.02 -1.17 -0.318
C -3.48 -1.45 -1.07 -0.282
C -3.35 -2.22 -2.23 -0.034
C -3.83 -3.52 -2.20 -0.032
C -4.42 -3.93 -1.02 -0.053
C -4.53 -3.09 0.08 -0.100
N -4.07 -1.84 0.05 0.117
P -4.29 1.24 -0.80 0.260
O -3.79 2.24 0.34 -0.217
O -5.66 0.56 -0.31 -0.209
S -4.71 2.24 -2.41 0.270
B -0.22 1.15 1.01 -0.580
O -1.03 2.22 1.24 0.199
O 1.13 1.30 1.23 0.037
C 1.55 1.55 2.56 -0.050
C -1.73 -0.63 1.70 -0.529
F -0.99 -0.25 2.80 0.130
F -2.86 0.07 1.82 0.147
F -1.96 -1.92 1.86 0.179
H 1.95 -4.83 2.02 0.048
H 3.16 -3.53 2.51 -0.019
H 1.96 -3.26 -0.13 0.096
H 1.72 -1.02 1.62 0.114
H 0.41 -2.04 2.11 0.111
H 0.18 -2.89 -1.17 0.079
H -1.23 -2.16 -1.13 0.039
H -0.41 -0.66 -2.53 0.087
H 1.15 0.14 -4.34 0.097
H 3.56 0.39 -3.71 0.075
H 4.25 -0.07 -1.43 -0.002
H -2.89 0.16 -2.24 0.069
H -2.86 -1.76 -3.07 0.020
H -3.72 -4.16 -3.06 0.113
H -4.81 -4.94 -0.95 0.104
H -5.01 -3.45 0.98 0.113
H -4.55 2.67 0.76 0.042
H -5.70 0.50 0.65 0.054
H -0.50 3.00 1.43 0.129
H 0.85 2.20 3.10 0.090
H 2.50 2.08 2.55 0.096
H 1.62 0.62 3.13 0.090
Cl 5.36 -2.58 -0.32 0.588
C 6.84 -2.72 0.66 -0.651
C 6.62 -3.53 1.92 -0.637
Cl 5.57 -2.68 3.08 0.579
H 7.18 -1.72 0.89 0.067
H 7.58 -3.21 0.04 0.072
H 7.58 -3.68 2.41 0.073
H 6.18 -4.50 1.71 0.072
Cl -2.14 3.44 5.40 0.546
C -3.30 2.16 4.94 -0.649
C -3.74 2.29 3.51 -0.672
Cl -4.77 3.74 3.24 0.560
H -4.14 2.20 5.63 0.044
H -2.79 1.21 5.07 0.076
H -4.34 1.42 3.23 0.038
H -2.90 2.36 2.83 0.038
Cl 6.21 0.23 -5.28 0.550
C 7.64 -0.16 -4.30 -0.658
C 7.28 -0.71 -2.95 -0.651
Cl 6.53 0.51 -1.89 0.590
H 8.24 0.74 -4.21 0.068
H 8.21 -0.90 -4.86 0.073
H 8.18 -1.06 -2.44 0.072
H 6.60 -1.55 -3.03 0.057
Cl -2.13 -0.75 -5.14 0.609
C -1.76 0.84 -5.86 -0.704
C -2.49 1.06 -7.16 -0.664
Cl -1.88 -0.01 -8.45 0.541
H -0.69 0.91 -5.99 0.048
H -2.08 1.58 -5.13 -0.001
H -2.34 2.08 -7.49 0.027
H -3.56 0.88 -7.05 0.074
Cl -7.30 1.04 3.32 0.556
C -8.22 1.11 4.84 -0.646
C -7.32 1.32 6.03 -0.658
Cl -6.29 -0.10 6.35 0.545
H -8.80 0.20 4.93 0.070
H -8.91 1.95 4.76 0.076
H -7.92 1.48 6.92 0.075
H -6.67 2.18 5.89 0.056
Cl 7.19 -2.42 7.70 0.531
C 5.90 -1.18 7.71 -0.666
C 5.96 -0.29 6.50 -0.668
Cl 7.40 0.76 6.50 0.533
H 6.00 -0.61 8.63 0.066
H 4.95 -1.71 7.73 0.072
H 5.09 0.37 6.48 0.072
H 5.98 -0.87 5.58 0.033
Cl -1.01 3.72 -5.44 0.644
C -0.65 5.31 -6.17 -0.632
C -1.39 5.51 -7.46 -0.656
Cl -0.80 4.42 -8.75 0.553
H 0.43 5.37 -6.31 0.070
H -0.95 6.07 -5.45 0.076
H -1.24 6.53 -7.82 0.073
H -2.46 5.34 -7.34 0.070
```

Output
SMILES: C=CC[C@](N)(c1ccccn1)[C@](O[C@@H](c1ccccn1)P(O)(O)=S)(B(O)OC)C(F)(F)F.ClCCCl.ClCCCl.ClCCCl.ClCCCl.ClCCCl.ClCCCl.ClCCCl
E in Ha: -9296.544605
Maximum force in eV Å⁻¹: 2.231
Total charge: 0

***

Entry 3:
Formula: C32H50BN6O4S3Sb2Se4Zr
Source: OMol25
Level of theory: ωB97M-V/def2-TZVPD

XYZ file:
```
103
Properties=species:S:1:pos:R:3:lowdin_charge:R:1
Zr -0.32 -0.10 0.44 1.392
O -0.75 3.96 -1.43 0.071
C -0.12 4.62 -0.43 -0.281
C 0.31 5.94 -0.57 -0.023
C 1.02 6.55 0.45 -0.089
C 1.30 5.86 1.62 -0.093
C 0.87 4.55 1.77 -0.037
C 0.16 3.92 0.75 -0.095
C -0.34 2.53 0.93 -0.464
O 0.50 1.53 1.16 -0.330
N -1.62 2.45 0.87 0.046
N -2.19 1.22 1.19 -0.194
C -3.45 1.21 0.92 -0.911
S -4.22 2.49 0.00 0.950
C -5.73 1.51 -0.34 -0.519
C -6.05 0.68 0.88 -0.484
S -4.49 -0.05 1.47 0.813
H -1.05 4.58 -2.10 0.112
H 0.10 6.47 -1.48 0.113
H 1.37 7.57 0.33 0.101
H 1.86 6.34 2.42 0.100
H 1.08 4.01 2.68 0.118
H -5.55 0.88 -1.20 0.004
H -6.53 2.23 -0.56 0.074
H -6.70 -0.16 0.64 0.077
H -6.47 1.27 1.69 0.076
Se -3.27 -5.02 -1.54 -0.110
Sb -4.00 -3.07 -0.24 -0.179
Se -2.05 -1.64 0.34 0.326
Se -5.18 -1.87 -2.06 0.028
Se -5.41 -3.64 1.63 -0.195
C 5.33 -0.97 -2.00 -0.116
C 3.82 -0.73 -2.07 -0.674
C 3.11 -2.08 -2.11 -0.137
C 3.48 0.03 -3.35 -0.136
Sb 2.91 0.45 -0.37 1.664
C 3.93 2.46 -0.67 -0.670
C 3.02 3.20 -1.64 -0.129
C 3.96 3.21 0.66 -0.121
C 5.35 2.40 -1.24 -0.119
C 4.12 -0.35 1.39 -0.654
C 5.56 0.15 1.37 -0.124
C 4.17 -1.88 1.43 -0.114
C 3.40 0.16 2.64 -0.131
H 5.65 -1.53 -2.89 0.086
H 5.60 -1.57 -1.13 0.055
H 5.90 -0.04 -1.97 0.053
H 3.43 -2.65 -3.00 0.090
H 2.03 -1.96 -2.18 0.046
H 3.32 -2.69 -1.23 0.066
H 3.77 -0.56 -4.23 0.084
H 4.01 0.98 -3.41 0.047
H 2.41 0.23 -3.42 0.074
H 2.01 3.29 -1.24 0.054
H 2.97 2.71 -2.61 0.061
H 3.40 4.22 -1.80 0.088
H 2.98 3.19 1.15 0.048
H 4.21 4.26 0.48 0.088
H 4.70 2.81 1.35 0.055
H 5.36 1.99 -2.24 0.055
H 6.02 1.81 -0.61 0.055
H 5.76 3.42 -1.29 0.087
H 6.09 -0.19 0.48 0.059
H 6.09 -0.23 2.25 0.087
H 5.62 1.24 1.40 0.042
H 4.72 -2.29 0.58 0.060
H 3.19 -2.33 1.45 0.047
H 4.69 -2.19 2.35 0.087
H 3.39 1.25 2.68 0.063
H 3.91 -0.21 3.54 0.085
H 2.37 -0.21 2.68 0.048
N -0.64 -3.23 2.92 0.133
C -1.09 -2.03 3.32 -0.737
N -0.50 -0.87 3.10 0.030
C -1.15 0.12 3.84 -0.330
C -0.69 1.42 4.04 -0.042
C -1.48 2.32 4.73 -0.088
C -2.70 1.94 5.27 -0.100
C -3.11 0.62 5.20 -0.097
C -2.31 -0.28 4.51 -0.487
S -2.55 -1.98 4.28 1.078
H 0.06 -3.26 2.20 0.047
H -1.31 -3.98 2.90 0.112
H 0.28 1.71 3.66 0.097
H -1.14 3.35 4.84 0.098
H -3.33 2.67 5.76 0.097
H -4.04 0.28 5.65 0.108
B 0.69 -4.17 -0.21 -0.423
C 0.90 -2.72 0.24 -0.296
N 1.07 -1.67 0.74 -0.097
H -0.50 -4.36 -0.14 -0.001
H 1.09 -4.29 -1.34 0.031
H 1.31 -4.83 0.60 0.039
N -2.30 -2.32 -2.94 0.033
C -2.16 -0.85 -2.92 -0.124
C -1.10 -0.36 -1.95 -0.742
O -0.04 -0.99 -1.75 -0.131
O -1.34 0.71 -1.32 -0.141
H -1.88 -2.79 -3.74 0.150
H -3.32 -2.58 -2.88 -0.109
H -1.88 -2.78 -2.11 0.012
H -3.12 -0.44 -2.60 0.038
H -1.92 -0.47 -3.91 0.142
```

Output
E in Ha: -13231.770917
Maximum force in eV Å⁻¹: 4.050
Total charge: -1

***

Entry 4:
Formula: C32H50OsP2
Source: OMol25
Level of theory: ωB97M-V/def2-TZVPD

XYZ file:
```
85
Properties=species:S:1:pos:R:3:mulliken_spin:R:1
Os -0.23 -0.56 0.05 1.252
C -0.52 -1.82 1.83 -0.093
C -1.18 -2.37 0.68 0.230
C 1.09 -2.24 0.22 0.005
C 0.88 -1.85 1.58 0.140
C -0.18 -2.62 -0.33 0.057
C -1.15 -1.56 3.17 -0.005
H -2.19 -1.23 3.07 0.000
H -0.59 -0.82 3.74 0.003
H -1.16 -2.49 3.77 -0.001
C 1.97 -1.62 2.58 0.022
H 1.56 -1.41 3.58 0.003
H 2.59 -0.77 2.27 0.003
H 2.62 -2.50 2.63 0.001
C 2.44 -2.40 -0.41 0.015
H 2.96 -3.25 0.05 -0.001
H 3.04 -1.50 -0.24 -0.009
H 2.36 -2.58 -1.49 0.001
C -0.40 -3.36 -1.60 -0.023
H -0.60 -4.42 -1.39 0.003
H 0.49 -3.31 -2.24 -0.002
H -1.26 -2.94 -2.13 -0.008
C -2.57 -2.90 0.70 -0.031
H -2.61 -3.85 1.25 0.006
H -2.92 -3.07 -0.30 0.005
H -3.23 -2.19 1.21 -0.002
C -2.86 1.25 -0.59 -0.002
C -3.32 0.25 0.18 0.048
C -4.66 -0.40 -0.08 0.028
C -4.70 -1.43 -1.22 -0.002
C -3.44 -1.51 -2.06 0.020
C -3.06 -0.49 -2.84 -0.026
C -3.83 0.81 -2.94 0.014
C -3.64 1.79 -1.76 0.007
H -5.41 0.39 -0.27 0.001
H -5.55 -1.20 -1.89 0.000
H -4.99 -0.90 0.86 0.000
H -4.64 2.11 -1.40 0.001
H -1.98 1.84 -0.32 -0.022
H -2.86 -0.01 1.14 -0.015
H -3.15 2.70 -2.15 -0.001
H -3.50 1.31 -3.87 0.001
H -2.39 -0.67 -3.69 0.001
H -4.91 0.59 -3.06 0.001
H -4.91 -2.42 -0.79 -0.001
H -3.08 -2.52 -2.26 0.014
P -0.15 1.75 1.76 0.170
C 0.99 1.68 3.16 0.025
H 0.97 2.65 3.68 0.005
H 2.01 1.49 2.79 -0.008
H 0.70 0.88 3.86 0.001
C 0.27 3.29 0.90 0.018
H 0.47 4.07 1.65 0.005
H -0.55 3.61 0.25 -0.001
H 1.18 3.13 0.31 -0.004
C -1.77 2.04 2.53 0.040
H -2.55 2.14 1.77 0.001
H -1.72 2.96 3.14 0.009
H -2.01 1.19 3.18 -0.003
P 0.69 0.56 -2.09 0.092
C 0.36 -0.65 -3.39 -0.033
H 0.38 -0.14 -4.36 -0.001
H -0.62 -1.11 -3.24 0.011
H 1.14 -1.42 -3.37 0.002
C -0.28 2.04 -2.51 -0.011
H -1.34 1.78 -2.55 0.010
H 0.04 2.41 -3.49 -0.002
H -0.12 2.82 -1.76 -0.006
C 2.41 1.02 -2.43 0.010
H 2.52 1.29 -3.49 0.001
H 3.07 0.17 -2.22 -0.002
H 2.72 1.86 -1.80 -0.001
C 1.47 0.57 0.32 0.256
C 2.71 0.81 0.57 0.332
C 4.08 1.07 0.87 -0.135
C 4.98 0.05 1.29 0.393
C 6.31 0.33 1.59 0.161
C 6.84 1.62 1.50 0.282
C 5.97 2.63 1.09 0.167
C 4.63 2.39 0.78 0.423
H 4.63 -0.98 1.38 0.090
H 6.96 -0.47 1.90 -0.004
H 7.88 1.82 1.72 0.029
H 6.37 3.63 1.00 -0.004
H 4.00 3.22 0.47 0.041
```

Output
Multiplicity: 5
Maximum force in eV Å⁻¹: 6.606
Energy relative to the best compared isomer or geometry (same formula, charge and spin) in kJ/mol: 0.0
Total charge: +2

***

Entry 5:
Formula: C32H51AsF6N5NaO6S3
Source: OMol25
Level of theory: ωB97M-V/def2-TZVPD

XYZ file:
```
105
Properties=species:S:1:pos:R:3:lowdin_charge:R:1
Na 1.57 11.11 2.53 0.491
As 0.56 14.36 4.86 0.797
F -0.88 13.36 4.83 -0.249
F 1.39 13.14 5.78 -0.237
F 1.99 15.38 4.84 -0.252
F -0.27 15.50 3.81 -0.271
F -0.03 15.10 6.31 -0.234
F 1.00 13.61 3.31 -0.266
C -0.38 16.55 9.02 -0.109
C -0.88 16.78 10.47 -0.238
C 0.01 16.05 11.49 -0.182
C 0.09 14.59 11.27 -0.233
N 0.17 13.46 11.11 0.151
H -1.17 16.62 8.27 0.056
H -0.17 15.47 9.01 0.052
H 0.54 17.03 8.72 0.080
H -1.88 16.36 10.57 0.109
H -0.79 17.86 10.62 0.102
H -0.47 16.17 12.47 0.114
H 1.06 16.33 11.43 0.122
C -4.10 16.52 6.00 -0.225
C -5.56 16.12 6.23 -0.230
C -6.01 15.41 4.97 -0.223
S -4.53 14.56 4.26 0.700
O -4.37 14.97 2.88 -0.339
O -4.68 13.18 4.66 -0.346
C -3.30 15.38 5.36 -0.201
H -3.68 16.87 6.95 0.109
H -4.19 17.41 5.38 0.096
H -6.17 17.01 6.33 0.115
H -5.59 15.54 7.15 0.117
H -6.20 16.12 4.16 0.095
H -6.97 14.90 4.99 0.105
H -2.45 15.73 4.78 0.054
H -2.90 14.68 6.09 0.098
C 7.02 12.96 3.74 -0.211
C 6.14 14.16 3.95 -0.205
C 4.69 13.77 4.35 -0.182
S 4.73 11.96 4.62 0.683
O 3.56 11.28 4.11 -0.329
O 5.16 11.67 5.95 -0.301
C 6.13 11.72 3.54 -0.226
H 7.64 12.73 4.61 0.115
H 7.74 13.10 2.92 0.117
H 5.99 14.87 3.14 0.110
H 6.56 14.82 4.71 0.114
H 4.07 13.85 3.46 0.072
H 4.29 14.26 5.24 0.101
H 5.71 11.73 2.52 0.100
H 6.62 10.75 3.53 0.112
C 1.41 15.10 -1.16 -0.206
C 1.74 13.85 -1.97 -0.204
C 2.92 13.07 -1.31 -0.187
S 3.02 13.72 0.40 0.731
O 4.22 14.55 0.51 -0.312
O 2.85 12.65 1.38 -0.384
C 1.48 14.65 0.31 -0.214
H 0.36 15.37 -1.29 0.123
H 2.07 15.96 -1.28 0.124
H 2.16 14.23 -2.91 0.112
H 0.88 13.23 -2.21 0.115
H 3.87 13.20 -1.83 0.100
H 2.65 12.02 -1.38 0.097
H 1.47 15.48 1.01 0.085
H 0.66 13.97 0.51 0.114
N 2.28 17.75 2.24 0.021
C 3.04 18.61 1.50 -0.152
C 2.23 19.40 0.71 -0.102
C 0.90 18.99 0.99 -0.114
C 0.96 17.96 1.90 -0.154
H 2.63 17.13 2.94 0.133
H 4.11 18.54 1.60 0.105
H 2.52 20.16 0.00 0.085
H 0.00 19.36 0.52 0.091
H 0.19 17.33 2.32 0.086
N -0.79 9.04 3.10 0.008
C -1.10 10.09 3.93 -0.102
C -0.04 10.25 4.78 -0.103
C 0.96 9.34 4.42 -0.112
C 0.53 8.67 3.28 -0.136
H -1.37 8.90 2.29 0.145
H -1.99 10.68 3.76 0.124
H 0.13 10.94 5.59 0.095
H 1.92 9.28 4.91 0.103
H 1.01 7.91 2.68 0.106
N 1.37 10.47 9.53 0.000
C 2.02 10.95 8.45 -0.126
C 3.05 10.07 8.18 -0.121
C 2.97 9.01 9.07 -0.125
C 1.92 9.28 9.95 -0.132
H 0.59 10.93 9.97 0.117
H 1.79 11.93 8.07 0.098
H 3.81 10.15 7.42 0.069
H 3.61 8.15 9.19 0.085
H 1.55 8.74 10.80 0.097
N -2.64 19.59 3.72 0.021
C -2.87 18.30 3.30 -0.134
C -3.96 18.37 2.46 -0.121
C -4.54 19.65 2.53 -0.101
C -3.71 20.36 3.38 -0.161
H -1.84 19.99 4.19 0.143
H -2.23 17.46 3.51 0.090
H -4.25 17.60 1.76 0.092
H -5.34 20.05 1.94 0.087
H -3.71 21.41 3.61 0.104
```

Output
E in Ha: -6167.084009
Maximum force in eV Å⁻¹: 2.449
Total charge: 0